1.
A structure of composition C38H42Cl3N4O2SbSe5Ti. Source: OMol25; level of theory: ωB97M-V/def2-TZVPD.

```
! wB97M-V def2-TZVPD RIJCOSX def2/J DEFGRID3
* xyz -2 1
Ti -0.9716 0.4025 0.3460
Cl 0.9455 4.4779 6.2905
C 0.6170 3.7964 4.7135
C -0.6520 3.3375 4.4218
C -0.8907 2.7814 3.1780
Cl -2.5145 2.3504 2.7598
C 0.1177 2.6165 2.2105
O -0.0702 1.9590 1.0901
C 1.3544 3.2127 2.5209
Cl 2.5828 3.3287 1.3082
C 1.6192 3.7614 3.7638
H -1.4533 3.4106 5.1423
H 2.6011 4.1600 3.9722
Se 3.2799 -1.2219 3.8977
Sb 0.9317 -1.3665 2.5687
Se -2.1624 -1.1681 1.5777
Se 3.2842 -0.4168 1.6523
Se 0.8728 -3.6969 1.8878
C -0.5593 -5.2696 -1.5993
C -1.2130 -4.0065 -2.0525
C -1.5579 -3.5247 -3.3032
C -2.0677 -2.2270 -3.0698
N -2.0348 -1.9454 -1.7775
N -1.5311 -3.0325 -1.1835
C -2.5857 -1.2068 -4.0336
H -1.1184 -6.1488 -1.9243
H -0.4803 -5.2797 -0.5119
H 0.4541 -5.3447 -1.9983
H -1.4279 -4.0315 -4.2468
H -1.3914 -3.0011 -0.1720
H -2.1497 -1.3409 -5.0263
H -2.3498 -0.2053 -3.6689
H -3.6721 -1.2641 -4.1340
C -1.6258 4.6943 -3.4717
C -0.6320 4.1716 -2.6142
C -0.9124 3.1147 -1.7943
C -2.1947 2.4993 -1.7708
C -2.4804 1.3690 -0.9294
C -3.7610 0.8614 -0.9894
C -4.7552 1.4002 -1.8382
C -4.4804 2.4624 -2.6488
C -3.1886 3.0395 -2.6358
C -2.8728 4.1397 -3.4759
H -1.3984 5.5344 -4.1191
H 0.3620 4.6036 -2.6041
H -0.1346 2.7315 -1.1501
H -4.0091 -0.0011 -0.3843
H -5.7442 0.9528 -1.8483
H -5.2360 2.8777 -3.3089
H -3.6496 4.5318 -4.1258
C 2.1059 3.7921 -5.2420
C 1.9363 2.5386 -6.0933
C 0.7029 1.7198 -5.7194
C 0.7213 1.1529 -4.3025
N 1.9214 0.3809 -4.0080
C 2.8268 0.6654 -3.0210
Se 2.7188 2.0053 -1.7974
N 3.7611 -0.3297 -3.0471
C 4.8678 -0.4368 -2.1063
C 6.0036 0.5367 -2.3890
C 6.6450 0.4210 -3.7741
C 5.8543 1.0883 -4.9009
C 3.4320 -1.2628 -4.0132
C 4.0327 -2.4492 -4.3982
C 3.4035 -3.1909 -5.3909
C 2.2111 -2.7600 -5.9698
C 1.6157 -1.5635 -5.5905
C 2.2558 -0.8133 -4.6175
H 2.9424 4.3983 -5.5972
H 2.2953 3.5424 -4.1967
H 1.2027 4.4072 -5.2775
H 2.8290 1.9099 -6.0097
H 1.8592 2.8159 -7.1494
H 0.5691 0.9148 -6.4471
H -0.1893 2.3503 -5.7892
H -0.1419 0.5087 -4.1226
H 0.6758 1.9438 -3.5574
H 5.2207 -1.4678 -2.1587
H 4.4711 -0.2750 -1.1014
H 6.7579 0.3607 -1.6171
H 5.6312 1.5518 -2.2356
H 6.8201 -0.6339 -4.0166
H 7.6348 0.8845 -3.7279
H 4.9577 0.5293 -5.1679
H 6.4622 1.1773 -5.8042
H 5.5377 2.0914 -4.6054
H 4.9433 -2.7993 -3.9318
H 3.8389 -4.1306 -5.7050
H 1.7313 -3.3751 -6.7200
H 0.6758 -1.2455 -6.0185
C 1.3493 -1.7128 -1.2296
C 0.3936 -0.6838 -0.7582
O 0.0137 0.2431 -1.4858
H 1.3156 -1.8060 -2.3182
H 1.1626 -2.6595 -0.7231
H 2.3435 -1.3969 -0.8929
*
```

- E (a.u.) = -16320.447152
- LUMO energy (eV) = 3.823
- relative energy (zero: lowest compared OMol25 entry of this formula, charge and spin) (eV) = 1.819

2.
A structure of composition C38H42FN2PdTe2. Source: OMol25; level of theory: ωB97M-V/def2-TZVPD.

```
! wB97M-V def2-TZVPD RIJCOSX def2/J DEFGRID3
* xyz 1 1
Pd 0.3571 0.0834 0.2325
C 3.8555 -0.9513 -2.9411
C 3.0427 0.2754 -2.5105
C 1.5776 0.0748 -2.8878
C 3.3555 0.6923 -1.0755
C 4.2964 1.7088 -0.9568
C 4.8158 2.0779 0.2721
C 4.3584 1.4694 1.4259
C 3.3788 0.4820 1.3906
C 2.9972 -0.1090 2.7453
C 3.7171 -1.4288 3.0512
C 1.5041 -0.2376 3.0375
C 2.8846 0.0593 0.1197
N 2.0208 -1.0456 0.0710
C 2.5505 -2.3177 0.1620
C 3.9250 -2.5589 -0.0206
C 4.4695 -3.8256 0.0839
C 3.6724 -4.9249 0.3746
C 2.3178 -4.7190 0.5822
C 1.8060 -3.4457 0.4822
F 0.4794 -3.2760 0.7587
H 3.8253 -1.0471 -4.0272
H 3.4485 -1.8631 -2.5096
H 4.9004 -0.8681 -2.6410
H 3.4065 1.1108 -3.1151
H 1.2558 -0.9422 -2.6762
H 1.4397 0.2529 -3.9562
H 0.9236 0.7692 -2.3519
H 4.6679 2.1842 -1.8562
H 5.5753 2.8464 0.3304
H 4.7682 1.7663 2.3838
H 3.3788 0.6224 3.4632
H 3.2468 -2.2710 2.5457
H 3.6819 -1.6171 4.1246
H 4.7639 -1.3969 2.7485
H 1.0312 -0.9926 2.4037
H 0.9928 0.7217 2.9218
H 1.3599 -0.5561 4.0715
H 4.5734 -1.7196 -0.2340
H 5.5339 -3.9515 -0.0630
H 4.0936 -5.9164 0.4525
H 1.6497 -5.5301 0.8382
Te -1.0886 2.1642 0.9819
C -1.1037 3.6586 -0.4970
C -0.7450 3.4018 -1.8127
C -0.8066 4.4217 -2.7538
C -1.2317 5.6881 -2.3801
C -1.5948 5.9385 -1.0644
C -1.5327 4.9248 -0.1181
C -3.1864 1.9080 0.8061
C -3.8527 1.3193 1.8752
C -5.2295 1.1415 1.8250
C -5.9452 1.5890 0.7245
C -5.2844 2.2148 -0.3247
C -3.9070 2.3725 -0.2899
H -0.4242 2.4125 -2.1114
H -0.5276 4.2222 -3.7801
H -1.2821 6.4804 -3.1146
H -1.9265 6.9254 -0.7707
H -1.8205 5.1272 0.9061
H -3.3039 0.9779 2.7460
H -5.7414 0.6688 2.6524
H -7.0192 1.4647 0.6915
H -5.8427 2.5770 -1.1783
H -3.4054 2.8528 -1.1202
C -3.3154 -1.0635 -0.9869
Te -1.3099 -1.7189 -0.7192
C -2.1869 -2.9390 0.8035
C -3.6043 -3.1446 0.3427
C -4.3657 -4.2168 0.7959
C -5.6731 -4.3705 0.3644
C -6.2237 -3.4569 -0.5260
C -5.4662 -2.3924 -0.9856
C -4.1546 -2.2340 -0.5518
H -3.4685 -0.7895 -2.0290
H -3.4907 -0.2001 -0.3643
H -2.1082 -2.4207 1.7591
H -1.6244 -3.8640 0.8573
H -3.9327 -4.9337 1.4823
H -6.2600 -5.2088 0.7138
H -7.2418 -3.5816 -0.8693
H -5.8909 -1.6822 -1.6841
N 1.5615 3.3794 0.6784
H 2.3079 3.1709 1.3307
H 1.4255 4.3852 0.6854
H 1.9244 3.1444 -0.2405
*
```

- E (a.u.) = -2346.278177
- LUMO energy (spin up / spin down) (eV) = -4.445 / -4.446
- relative energy (zero: lowest compared OMol25 entry of this formula, charge and spin) (eV) = 0.086

3.
The ion C38H42N3O4S with charge -1. Source: OMol25; level of theory: ωB97M-V/def2-TZVPD.

```
! wB97M-V def2-TZVPD RIJCOSX def2/J DEFGRID3
* xyz -1 1
C 9.4558 2.4081 2.8965
C 9.4705 3.2686 1.6389
H 8.6438 3.9862 1.6697
H 10.4208 3.8019 1.5458
O 9.3770 2.4937 0.4542
C 8.1553 2.0124 0.1348
N 7.1197 2.2954 0.9068
C 5.9286 1.8311 0.5589
C 5.6896 1.0604 -0.5725
C 6.7997 0.7636 -1.3725
C 8.0437 1.2380 -1.0249
H 8.9231 1.0390 -1.6159
H 6.6723 0.1765 -2.2703
C 4.3453 0.5822 -0.9120
C 4.1518 -0.6897 -1.4470
C 2.8866 -1.1366 -1.7781
C 1.7813 -0.3158 -1.5890
C 1.9671 0.9492 -1.0422
C 3.2310 1.3927 -0.7060
H 3.3597 2.3876 -0.3028
H 1.1181 1.5952 -0.8723
C 0.3997 -0.8046 -1.9592
N -0.4521 -0.8917 -0.7958
C -0.4940 -1.9362 0.0886
C -1.2593 -1.5622 1.1783
C -1.6992 -0.2264 0.9686
C -2.4678 0.6647 1.7077
C -2.7365 1.9145 1.1769
C -2.2555 2.2733 -0.0863
C -1.4794 1.4002 -0.8261
C -1.1843 0.1545 -0.2956
H -1.1259 1.7008 -1.8021
H -2.4861 3.2405 -0.5058
O -3.5095 2.7414 1.9741
C -3.7599 4.0487 1.5376
C -4.6682 4.1442 0.3352
N -4.6295 5.2871 -0.3371
C -5.4093 5.4239 -1.3947
C -6.2710 4.4396 -1.8614
C -6.3060 3.2457 -1.1463
C -5.5032 3.0938 -0.0323
H -5.5053 2.1804 0.5413
H -6.9574 2.4433 -1.4644
C -7.1133 4.6403 -3.0824
H -6.7603 3.9990 -3.8899
H -8.1507 4.3790 -2.8783
H -7.0690 5.6738 -3.4177
H -5.3334 6.3789 -1.9015
H -2.8296 4.5944 1.3273
H -4.2505 4.5396 2.3872
H -2.8439 0.4061 2.6853
S -1.4986 -2.4727 2.6604
C -3.2087 -3.2347 2.5165
C -4.0257 -2.5361 1.4437
H -5.0098 -3.0009 1.3764
H -3.5398 -2.6143 0.4742
H -4.1535 -1.4816 1.6769
C -3.0257 -4.7111 2.1908
H -2.4273 -5.1959 2.9597
H -3.9921 -5.2124 2.1296
H -2.5143 -4.8246 1.2384
C -3.8559 -3.0616 3.8864
H -3.2369 -3.5178 4.6561
H -4.8392 -3.5316 3.9026
H -3.9686 -2.0055 4.1208
C 0.1700 -3.2432 -0.1273
H 0.0831 -3.7937 0.8145
H 1.2375 -3.1013 -0.3376
C -0.3774 -4.1158 -1.2873
C -1.8282 -3.8210 -1.6471
H -1.9983 -2.7548 -1.7882
H -2.0548 -4.3173 -2.5892
H -2.5144 -4.1887 -0.8822
C -0.2328 -5.5881 -0.8953
H -0.8140 -5.8306 -0.0015
H 0.8149 -5.8126 -0.7023
H -0.5735 -6.2220 -1.7131
C 0.5614 -3.9712 -2.5844
O -0.0082 -3.9814 -3.6778
O 1.7754 -3.8846 -2.3386
H 0.4700 -1.7838 -2.4317
H -0.0653 -0.1132 -2.6691
H 2.7441 -2.1367 -2.1689
H 4.9984 -1.3474 -1.5816
H 5.1277 2.0808 1.2425
H 10.2453 1.6616 2.8497
H 9.6080 3.0344 3.7713
H 8.4966 1.9051 2.9814
*
```

- E (a.u.) = -2336.777997
- LUMO energy (eV) = 2.242
- relative energy (zero: lowest compared OMol25 entry of this formula, charge and spin) (eV) = 0.087
- SMILES string = CCOc1ccc(-c2ccc(Cn3c(CC(C)(C)C(=O)[O-])c(SC(C)(C)C)c4cc(OCc5ccc(C)cn5)ccc43)cc2)cn1

4.
A structure of composition C38H42N4O2OsPSe2. Source: OMol25; level of theory: ωB97M-V/def2-TZVPD.

```
! wB97M-V def2-TZVPD RIJCOSX def2/J DEFGRID3
* xyz 1 1
Os 0.4183 0.6275 -0.4764
N 3.1234 -0.8173 -0.0713
P 1.7965 -0.5596 0.9919
C 2.6161 0.2939 2.3841
C 3.4004 -0.3726 3.3280
C 4.1110 0.3438 4.2778
C 4.0546 1.7314 4.2915
C 3.2952 2.4025 3.3454
C 2.5827 1.6862 2.3947
C 1.5226 -2.2424 1.6118
C 1.7881 -3.3487 0.8074
C 1.5142 -4.6299 1.2658
C 0.9657 -4.8176 2.5256
C 0.7059 -3.7212 3.3375
C 0.9898 -2.4424 2.8862
C 3.3112 0.0168 -1.1396
C 4.5221 -0.0175 -1.8464
C 4.7141 0.8309 -2.9036
C 3.6957 1.7239 -3.2429
C 2.5345 1.6944 -2.5212
N 2.3114 0.8605 -1.4789
H 3.9274 -1.3565 0.2152
H 3.4600 -1.4530 3.3268
H 4.7104 -0.1817 5.0096
H 4.6060 2.2875 5.0381
H 3.2544 3.4839 3.3479
H 1.9901 2.2102 1.6520
H 2.2010 -3.2123 -0.1829
H 1.7306 -5.4817 0.6344
H 0.7526 -5.8171 2.8810
H 0.3004 -3.8666 4.3306
H 0.8336 -1.5928 3.5433
H 5.2845 -0.7197 -1.5380
H 5.6425 0.8094 -3.4583
H 3.7967 2.4227 -4.0598
H 1.7217 2.3574 -2.7697
O -3.7802 1.9081 1.8567
C -3.3311 1.6502 3.1782
C -1.9672 0.9695 3.2241
C -1.7270 0.7083 4.7347
O -0.4900 0.0805 5.0223
C -0.8052 1.8332 2.7369
Se -0.8075 2.2219 0.8237
C -1.9138 -0.3764 2.4975
Se -1.8554 -0.3750 0.5410
H -4.6248 2.3637 1.9250
H -4.0476 1.0019 3.6981
H -3.2582 2.5865 3.7458
H -2.5598 0.1275 5.1434
H -1.7085 1.6697 5.2524
H -0.6127 -0.8725 5.0168
H 0.1268 1.3256 2.9837
H -0.7988 2.8117 3.2243
H -2.7925 -0.9860 2.7201
H -1.0299 -0.9187 2.8323
C -4.1458 1.3310 -1.3895
N -3.8449 0.4574 -2.5633
C -4.6355 -0.7989 -2.5267
C -2.3650 0.1566 -2.6807
C -1.5831 1.4251 -2.8963
C -1.9854 2.2315 -3.9664
C -1.5018 3.5161 -4.1293
C -0.6151 4.0011 -3.1793
C -0.1774 3.1706 -2.1596
C -0.5761 1.8273 -1.9973
H -5.1761 1.6697 -1.4672
H -3.4613 2.1750 -1.3984
H -3.9868 0.7558 -0.4793
H -4.1020 0.9845 -3.3973
H -4.2903 -1.3868 -1.6788
H -4.4725 -1.3515 -3.4485
H -5.6893 -0.5589 -2.4096
H -2.2582 -0.5790 -3.4795
H -2.1028 -0.3122 -1.7408
H -2.6859 1.8489 -4.7077
H -1.8204 4.1268 -4.9632
H -0.2500 5.0186 -3.2411
H 0.5361 3.5880 -1.4542
N -0.3556 -5.0044 -5.4239
C -0.1913 -4.1670 -4.6538
C -0.0052 -3.1216 -3.6855
C -0.3834 -3.3126 -2.3595
C -0.2210 -2.2923 -1.4354
C 0.2945 -1.0301 -1.7755
C 0.6848 -0.8884 -3.1206
C 0.5507 -1.9000 -4.0570
H -0.7986 -4.2649 -2.0528
H -0.5207 -2.4926 -0.4183
H 1.0740 0.0556 -3.4757
H 0.8595 -1.7408 -5.0827
*
```

- E (a.u.) = -7077.425097
- LUMO energy (spin up / spin down) (eV) = -3.331 / -3.518
- relative energy (zero: lowest compared OMol25 entry of this formula, charge and spin) (eV) = 0.191

5.
A structure of composition C38H43ErI2N9O2. Source: OMol25; level of theory: ωB97M-V/def2-TZVPD.

```
! wB97M-V def2-TZVPD RIJCOSX def2/J DEFGRID3
* xyz 1 4
Er -0.0637 -0.1256 0.1992
C 1.7741 4.1429 0.4163
C 1.6920 2.7481 0.4420
N 0.9076 2.0412 -0.3531
C 0.1622 2.6839 -1.2888
C 0.2244 4.1030 -1.4227
C 1.0310 4.8183 -0.5134
C -0.4510 4.7387 -2.4774
C -1.0266 3.9609 -3.4494
C -1.0896 2.5754 -3.3394
C -0.6233 1.8898 -2.2140
N -0.7377 0.5605 -1.9266
C -1.5028 -0.3351 -2.6118
C -2.5240 -0.0659 -3.5304
C -3.0764 -1.0553 -4.3366
C -2.6815 -2.3641 -4.2220
C -1.8500 -2.7329 -3.1514
C -1.6148 -4.0846 -2.8250
C -0.9256 -4.4032 -1.6862
C -0.4761 -3.3594 -0.8727
N -0.6267 -2.0781 -1.1671
C -1.2780 -1.7355 -2.3104
H 2.4286 4.6619 1.0986
H 2.3063 2.1899 1.1414
H 1.0896 5.8934 -0.5926
H -0.4460 5.8161 -2.5474
H -1.4392 4.4304 -4.3292
H -1.4773 2.0222 -4.1755
H -2.9135 0.9353 -3.6072
H -3.8170 -0.7803 -5.0732
H -3.0464 -3.1288 -4.8873
H -2.0409 -4.8549 -3.4496
H -0.7666 -5.4278 -1.3928
H -0.0023 -3.5889 0.0785
C -4.0948 2.5360 -0.0546
C -2.8558 2.0751 0.6591
O -2.2679 1.0436 0.2111
C -2.3650 2.7584 1.7986
C -3.0588 3.8622 2.3510
C -2.6316 4.4744 3.4910
C -1.4604 4.0245 4.1266
C -0.7494 2.9783 3.6195
C -1.1597 2.2833 2.4438
O -0.4883 1.2796 2.0291
H -4.2495 1.9208 -0.9389
H -3.9836 3.5718 -0.3644
H -4.9646 2.4559 0.5936
H -3.9545 4.2118 1.8623
H -3.1876 5.2980 3.9105
H -1.1358 4.5038 5.0389
H 0.1558 2.6214 4.0907
C 3.0799 0.2966 4.3176
N 1.8790 -0.4959 4.4047
C 1.2526 -0.6441 5.7101
C -0.2134 -0.9217 5.3794
N -0.1497 -1.2355 3.9718
C -1.2923 -1.7282 3.2686
C 1.0237 -0.8649 3.4051
N 1.2297 -0.9939 2.1233
C 2.6100 -1.0864 1.6571
C 2.6610 -2.0758 0.4907
N 2.1152 -1.4443 -0.6992
C 2.2079 -2.0400 -1.8483
N 2.5574 -3.3265 -2.1802
C 3.3631 -4.2911 -1.4671
C 2.4869 -3.5329 -3.6168
C 1.7958 -2.2741 -4.1316
N 1.7909 -1.3946 -2.9806
C 1.9506 0.0191 -3.2081
H 3.0809 1.0332 5.1255
H 3.1269 0.8240 3.3689
H 3.9717 -0.3279 4.4228
H 1.3785 0.2637 6.3049
H 1.7130 -1.4797 6.2492
H -0.8569 -0.0496 5.5550
H -0.6215 -1.7700 5.9326
H -1.7745 -2.5107 3.8594
H -0.9572 -2.1566 2.3154
H -2.0280 -0.9333 3.0957
H 3.2668 -1.4614 2.4494
H 2.9926 -0.1237 1.2905
H 2.0713 -2.9580 0.7824
H 3.7037 -2.3809 0.3455
H 2.9225 -4.5539 -0.5100
H 4.3912 -3.9433 -1.3259
H 3.4017 -5.1904 -2.0795
H 1.9151 -4.4399 -3.8296
H 3.4911 -3.6488 -4.0424
H 0.7646 -2.4746 -4.4427
H 2.3279 -1.8185 -4.9707
H 1.1251 0.3821 -3.8227
H 2.8917 0.2214 -3.7387
H 1.9483 0.5459 -2.2528
I -3.2522 -1.1875 0.3443
I -4.0102 -3.8178 0.4871
*
```

- E (a.u.) = -3727.606992
- expectation value of S² = 3.753
- LUMO energy (spin up / spin down) (eV) = -3.162 / -3.162